# C24H63O29P5

A cluster of 8 separate species, C24H63O29P5 in total (ωB97M-V/def2-TZVPD, the Open Molecules 2025 dataset).

HOMO level, eV: -10.199
SMILES string: COP(=O)(OC)OC.COP(=O)(OC)OC.COP(=O)(OC)OC.COP(=O)(OC)OC.COP(=O)(OC)OC.COC(=O)OC.COC(=O)OC.COC(=O)OC
Relative energy (zero: lowest compared OMol25 entry of this formula, charge and spin), eV: 0.000
E, Eh: -4841.243623

```
! RIJCOSX wB97M-V def2-TZVPD def2/J DEFGRID3
* xyz 0 1
C -3.861 1.385 -5.618
O -2.678 1.674 -4.940
P -2.538 2.958 -3.979
O -1.209 3.381 -3.709
O -3.481 4.110 -4.579
C -2.950 5.341 -4.918
O -3.379 2.332 -2.727
C -2.729 1.693 -1.557
H -4.635 2.150 -5.680
H -4.376 0.501 -5.242
H -3.586 1.378 -6.673
H -1.894 5.210 -5.156
H -3.062 5.981 -4.042
H -3.599 5.759 -5.687
H -1.688 1.896 -1.309
H -2.876 0.613 -1.583
H -3.320 2.081 -0.728
C -1.456 4.136 7.605
O -0.208 4.834 7.680
P 1.137 4.176 7.000
O 1.835 3.193 7.846
O 2.020 5.519 6.642
C 3.019 5.408 5.711
O 0.544 3.667 5.569
C 0.979 2.460 4.993
H -2.313 4.794 7.469
H -1.596 3.493 8.475
H -1.540 3.577 6.673
H 3.838 6.116 5.840
H 2.660 5.520 4.688
H 3.481 4.422 5.761
H 1.944 2.247 5.452
H 1.134 2.350 3.920
H 0.208 1.702 5.133
C 5.755 3.431 -1.074
O 4.792 2.571 -1.582
P 4.401 2.723 -3.159
O 5.670 2.901 -3.971
O 3.272 3.982 -3.238
C 1.904 3.828 -2.780
O 3.605 1.375 -3.449
C 4.426 0.171 -3.439
H 5.368 3.607 -0.070
H 6.020 4.428 -1.427
H 6.695 2.880 -1.101
H 1.829 2.961 -2.124
H 1.285 3.571 -3.640
H 1.426 4.629 -2.216
H 4.985 0.207 -4.374
H 3.838 -0.711 -3.186
H 5.028 0.218 -2.532
C -6.737 -2.982 -1.225
O -6.049 -2.313 -2.353
P -5.232 -0.961 -2.209
O -5.495 -0.096 -1.012
O -3.717 -1.373 -2.421
C -3.341 -2.248 -3.482
O -5.766 -0.192 -3.559
C -7.154 -0.383 -3.910
H -6.256 -2.707 -0.286
H -6.765 -4.071 -1.255
H -7.796 -2.737 -1.142
H -2.994 -3.114 -2.919
H -2.528 -1.809 -4.060
H -4.163 -2.466 -4.164
H -7.291 -1.169 -4.653
H -7.833 0.449 -4.100
H -7.729 -0.756 -3.063
C -3.210 -1.895 1.178
O -3.760 -3.169 0.668
P -3.330 -4.663 1.271
O -1.859 -4.683 1.552
O -4.306 -4.878 2.548
C -5.610 -5.345 2.298
O -3.921 -5.692 0.127
C -3.485 -5.488 -1.280
H -4.016 -1.272 1.565
H -2.811 -1.266 0.382
H -2.484 -2.058 1.975
H -5.694 -6.332 2.752
H -5.866 -5.354 1.239
H -6.227 -4.608 2.811
H -3.902 -4.548 -1.642
H -3.797 -6.326 -1.903
H -2.409 -5.315 -1.284
C -0.095 -0.516 -2.408
O 1.136 -0.683 -1.729
C 1.376 0.186 -0.718
O 0.508 1.036 -0.339
O 2.533 -0.126 -0.049
C 2.920 0.660 1.099
H 0.095 0.146 -3.253
H -0.965 -0.358 -1.771
H -0.283 -1.509 -2.815
H 3.300 1.636 0.798
H 3.812 0.213 1.538
H 2.140 0.847 1.837
C 8.427 0.190 2.813
O 7.922 0.039 1.507
C 6.754 -0.611 1.250
O 5.884 -0.938 2.079
O 6.727 -0.787 -0.152
C 5.728 -1.495 -0.825
H 8.540 -0.784 3.290
H 7.873 0.893 3.436
H 9.355 0.747 2.681
H 5.573 -2.558 -0.641
H 5.957 -1.502 -1.891
H 4.733 -1.052 -0.792
C 0.913 -5.321 3.417
O 0.987 -3.910 3.398
C 2.088 -3.203 2.822
O 2.297 -1.971 2.747
O 3.026 -4.143 2.305
C 4.264 -3.838 1.716
H 0.659 -5.781 2.462
H 0.001 -5.501 3.986
H 1.599 -5.848 4.080
H 4.484 -4.598 0.966
H 4.990 -3.693 2.516
H 4.151 -2.870 1.229
*
```

Atomic partial charges in e from the Mulliken method, atoms 1 to 5: -0.636, -0.275, 0.920, -0.447, -0.392